1.
Formula: C17H18BCl3N2O
Source: the Open Molecules 2025 dataset
Level of theory: ωB97M-V with the def2-TZVPD basis set

Last column: Löwdin charge in e.
Element x y z (Å)
Cl: -0.231 0.902 5.073  0.50
B: -0.944 -0.270 3.838  -1.85
Cl: -1.653 -1.819 4.637  0.48
Cl: -2.276 0.579 2.807  0.48
O: 0.149 -0.688 2.917  -0.04
C: -0.064 -1.416 1.893  -0.04
C: 1.018 -2.083 1.228  -0.18
C: 0.772 -3.172 0.365  -0.03
C: 1.786 -3.647 -0.453  -0.06
C: 3.071 -3.097 -0.365  -0.04
C: 3.349 -2.125 0.607  -0.05
C: 2.346 -1.640 1.426  0.02
H: -1.103 -1.613 1.583  0.14
H: -0.238 -3.576 0.315  0.13
H: 1.578 -4.448 -1.166  0.11
H: 3.864 -3.469 -1.011  0.11
H: 4.366 -1.746 0.720  0.11
H: 2.531 -0.864 2.168  0.13
C: -2.665 -1.661 -2.415  -0.08
C: -3.289 -0.407 -2.405  -0.08
C: -2.634 0.705 -1.873  -0.03
C: -1.335 0.551 -1.365  -0.14
C: -0.542 1.679 -0.799  -0.33
N: 0.424 1.400 0.034  0.07
C: 1.421 2.457 0.081  -0.23
C: 0.813 3.839 0.310  -0.17
C: -0.216 4.160 -0.766  -0.18
N: -0.829 2.932 -1.249  0.06
C: -0.700 -0.690 -1.416  -0.04
C: -1.357 -1.801 -1.933  -0.08
H: -3.185 -2.527 -2.816  0.10
H: -4.284 -0.290 -2.831  0.10
H: -3.120 1.679 -1.842  0.11
H: 2.109 2.208 0.889  0.10
H: 1.986 2.455 -0.875  0.12
H: 0.308 3.864 1.287  0.12
H: 1.601 4.604 0.314  0.11
H: -1.000 4.807 -0.353  0.12
H: 0.264 4.692 -1.599  0.12
H: -1.572 3.047 -1.928  0.12
H: 0.323 -0.755 -1.046  0.10
H: -0.840 -2.757 -1.987  0.09

## Properties
Frontier orbital gap: 6.8 eV
Net charge: 0

=====

2.
Formula: C4H5NO2
Source: the Open Molecules 2025 dataset
Level of theory: ωB97M-V with the def2-TZVPD basis set

Last column: Löwdin charge in e.
Element x y z (Å)
O: -2.283 0.674 0.828  0.08
C: -1.800 -0.075 0.016  -0.18
C: -0.372 0.083 -0.468  -0.25
C: 0.546 0.832 0.505  -0.15
N: 1.817 0.117 0.404  0.08
C: 1.545 -0.969 -0.180  -0.22
O: 0.280 -1.194 -0.631  -0.02
H: -2.385 -0.893 -0.447  0.13
H: -0.398 0.562 -1.461  0.16
H: 0.640 1.892 0.262  0.12
H: 0.169 0.754 1.533  0.12
H: 2.240 -1.783 -0.361  0.14

## Properties
Energy relative to the best compared isomer or geometry (same formula, charge and spin): 30.1 kcal/mol
Frontier orbital gap: 10.6 eV
Net charge: 0
Structure (SMILES): O=C[C@H]1CN=CO1

=====

3.
Formula: C38H39IrN2O5Sb2Se
Source: the Open Molecules 2025 dataset
Level of theory: ωB97M-V with the def2-TZVPD basis set

Last column: Mulliken spin population.
Element x y z (Å)
Ir: -0.258 -0.027 2.356  0.00
O: -2.213 1.174 1.765  0.00
C: -3.400 0.483 2.182  0.00
C: -3.031 -0.312 3.401  0.00
N: -1.917 -1.221 3.101  0.00
C: -1.281 -1.794 4.303  0.00
C: -0.021 -2.438 3.782  0.00
O: 0.392 -3.497 4.160  0.00
O: 0.580 -1.717 2.835  0.00
C: -2.267 -2.297 2.136  0.01
C: -1.585 -2.152 0.784  0.10
O: -1.734 -3.034 -0.073  0.15
O: -0.910 -1.097 0.598  -0.15
H: -2.225 1.310 0.810  0.00
H: -3.767 -0.150 1.369  0.00
H: -4.178 1.201 2.444  0.00
H: -3.907 -0.858 3.768  0.00
H: -2.695 0.370 4.182  0.00
H: -1.912 -2.515 4.827  0.00
H: -1.004 -0.990 4.989  0.00
H: -3.344 -2.335 1.963  0.00
H: -1.982 -3.271 2.537  0.00
C: 2.431 -1.153 0.681  0.00
C: 2.526 -2.292 -0.319  0.04
C: 1.225 -3.093 -0.444  0.04
Sb: -0.407 -2.823 -1.852  0.64
C: 0.711 -2.981 -3.663  0.18
C: 0.281 -3.870 -4.652  -0.03
C: 0.942 -3.943 -5.869  0.00
C: 2.042 -3.134 -6.111  0.00
C: 2.492 -2.264 -5.128  0.02
C: 1.830 -2.190 -3.910  0.02
C: -1.862 -1.439 -2.527  0.05
C: -2.025 -1.405 -3.912  -0.02
C: -3.129 -0.766 -4.460  -0.02
C: -4.078 -0.182 -3.639  0.03
C: -3.909 -0.210 -2.261  -0.01
C: -2.812 -0.845 -1.701  -0.03
Sb: 1.405 0.711 0.459  -0.02
C: 3.016 2.047 0.143  0.00
C: 4.346 1.646 0.197  0.00
C: 5.358 2.556 -0.086  0.00
C: 5.046 3.866 -0.413  0.00
C: 3.719 4.273 -0.459  0.00
C: 2.707 3.368 -0.179  0.00
C: 0.378 1.391 -1.247  0.01
C: -0.760 2.151 -0.999  0.01
C: -1.383 2.845 -2.028  0.00
C: -0.863 2.783 -3.312  0.00
C: 0.286 2.044 -3.559  0.00
C: 0.916 1.363 -2.528  0.00
H: 3.427 -0.817 0.965  0.00
H: 1.955 -1.543 1.572  0.00
H: 3.226 -3.003 0.134  0.00
H: 2.970 -2.019 -1.273  -0.01
H: 0.740 -3.170 0.525  -0.03
H: 1.451 -4.099 -0.806  0.01
H: -0.577 -4.509 -4.474  -0.01
H: 0.597 -4.631 -6.630  0.00
H: 2.553 -3.185 -7.063  0.00
H: 3.358 -1.641 -5.308  0.00
H: 2.191 -1.500 -3.162  -0.01
H: -1.304 -1.869 -4.570  0.00
H: -3.249 -0.742 -5.536  0.00
H: -4.956 0.281 -4.069  0.00
H: -4.650 0.247 -1.616  0.00
H: -2.701 -0.888 -0.634  0.02
H: 4.619 0.631 0.451  0.00
H: 6.391 2.237 -0.047  0.00
H: 5.836 4.572 -0.628  0.00
H: 3.472 5.295 -0.712  0.00
H: 1.674 3.697 -0.226  0.00
H: -1.133 2.252 0.011  0.00
H: -2.260 3.445 -1.823  0.00
H: -1.335 3.333 -4.115  0.00
H: 0.704 2.008 -4.557  0.00
H: 1.839 0.842 -2.733  0.00
Se: 1.224 0.641 4.160  0.00
C: 0.289 2.048 5.074  0.00
C: -0.068 1.894 6.406  0.00
C: -0.722 2.941 7.045  0.00
N: -1.031 4.091 6.451  0.00
C: -0.687 4.225 5.171  0.00
C: -0.033 3.243 4.443  0.00
H: 0.158 0.979 6.937  0.00
H: -1.014 2.848 8.085  0.00
H: -0.946 5.170 4.706  0.00
H: 0.221 3.407 3.403  0.00

## Properties
Energy relative to the best compared isomer or geometry (same formula, charge and spin): 0.0 kcal/mol
Frontier orbital gap (spin up / spin down): 7.0 / 5.5 eV
2S+1: 2
Net charge: +1